a) Below is a cluster of 2 separate species, C6H14O in total, with properties calculated with ωB97M-V/def2-TZVPD.

```
21
Properties=species:S:1:pos:R:3:nbo_charge:R:1
C 2.2247 -2.4271 -1.3779 -0.195
C 0.9672 -1.8335 -1.4605 0.020
C 2.5403 -3.8285 -1.7535 -0.646
C -0.3199 -2.5937 -1.8751 -0.657
C 0.0000 0.0000 0.0000 -0.595
C 0.7288 -0.3732 -1.3064 -0.437
H 3.0672 -1.7689 -1.1278 0.197
H 2.9392 -4.3189 -0.8496 0.211
H 3.3278 -3.8197 -2.5257 0.221
H 1.6876 -4.4199 -2.1273 0.212
H -1.1436 -2.1273 -1.3088 0.210
H -0.3185 -3.6767 -1.6662 0.216
H -0.5041 -2.4434 -2.9521 0.217
H -0.9066 -0.6229 0.0815 0.195
H -0.3057 1.0554 -0.0964 0.206
H 0.5886 -0.1126 0.9260 0.209
H 0.1553 0.0271 -2.1645 0.207
H 1.6808 0.1886 -1.2464 0.208
O 6.8221 -4.7569 0.4317 -0.940
H 7.4751 -4.8378 1.1634 0.470
H 6.0005 -5.1665 0.7860 0.470
```

Values from the calculation:
* highest occupied orbital energy: -8.507 eV
* SMILES string: C/C=C(\C)CC.O
* orbital gap: 9.3 eV


b) Below is the molecule C6H14O, with properties calculated with ωB97M-V/def2-TZVPD.

```
21
Properties=species:S:1:pos:R:3:nbo_charge:R:1
C -0.4499 -0.0879 0.1241 -0.073
C -0.1862 -1.3554 -0.7212 -0.052
C 0.7985 0.3235 0.9553 -0.389
C -0.9230 1.0648 -0.7790 -0.617
C -1.5838 -0.4216 1.1182 -0.600
C 1.9535 0.9684 0.1992 -0.613
O 0.7606 -1.1232 -1.7523 -0.732
H 0.8827 -1.9653 -2.2234 0.470
H 0.1867 -2.1700 -0.0899 0.159
H -1.1131 -1.6969 -1.1967 0.158
H 1.1824 -0.5573 1.4867 0.198
H 0.4897 1.0329 1.7348 0.198
H -1.8372 0.4467 1.7371 0.213
H -1.1022 1.9741 -0.1943 0.207
H -1.8599 0.8064 -1.2858 0.207
H -0.1917 1.3062 -1.5571 0.225
H -2.4954 -0.7291 0.5933 0.206
H -1.2938 -1.2377 1.7896 0.207
H 2.7695 1.1898 0.8957 0.204
H 1.6542 1.9160 -0.2581 0.201
H 2.3584 0.3154 -0.5763 0.224
```

Values from the calculation:
* highest occupied orbital energy: -10.165 eV
* SMILES string: CCC(C)(C)CO
* orbital gap: 11.0 eV


c) Below is the molecule C6H14O, with properties calculated with ωB97M-V/def2-TZVPD.

```
21
Properties=species:S:1:pos:R:3:nbo_charge:R:1
C -3.4000 -0.0861 -0.5577 -0.601
C -2.3048 -0.3926 0.4651 -0.392
C -0.9334 -0.2665 -0.2006 -0.391
C 0.2764 -0.2161 0.7257 -0.412
C 1.5159 0.1130 -0.0849 -0.048
O 2.6325 0.1988 0.7620 -0.535
C 3.7964 0.5275 0.0532 -0.246
H -4.4159 -0.2033 -0.1659 0.210
H -3.2992 -0.7402 -1.4317 0.201
H -3.2851 0.9454 -0.9100 0.200
H -2.3755 0.2998 1.3142 0.195
H -2.4449 -1.3977 0.8877 0.197
H -0.8093 -1.0877 -0.9214 0.196
H -0.9172 0.6537 -0.8091 0.190
H 0.4269 -1.1676 1.2503 0.205
H 0.1469 0.5577 1.4933 0.204
H 1.6748 -0.6577 -0.8613 0.156
H 1.3664 1.0708 -0.6178 0.155
H 4.0319 -0.2338 -0.7076 0.162
H 4.6188 0.5815 0.7708 0.193
H 3.6985 1.5012 -0.4542 0.162
```

Values from the calculation:
* highest occupied orbital energy: -9.819 eV
* SMILES string: CCCCCOC
* orbital gap: 11.0 eV


Q: Which of them is the least stable? A: a).


a) Below is the molecule C6H14O, with properties calculated with ωB97M-V/def2-TZVPD.

```
21
Properties=species:S:1:pos:R:3:nbo_charge:R:1
C -1.0507 1.7213 1.2332 -0.062
O 0.0317 2.4323 1.7974 -0.718
C -0.7736 0.8453 0.0241 -0.424
C 0.1337 -0.4033 0.1827 -0.219
C 1.3495 -0.1494 1.0830 -0.601
C 0.5604 -0.9460 -1.2042 -0.389
C -0.3637 -2.0332 -1.7638 -0.611
H -1.8184 2.4490 0.9216 0.158
H -1.5548 1.1443 2.0167 0.176
H 0.6080 2.7551 1.1003 0.463
H -1.7801 0.5019 -0.2404 0.213
H -0.4668 1.4105 -0.8598 0.194
H -0.5165 -1.1518 0.6345 0.191
H 2.1139 -0.9083 0.9307 0.203
H 1.0713 -0.1478 2.1330 0.218
H 1.7819 0.8283 0.8721 0.197
H 1.5913 -1.2855 -1.1339 0.198
H 0.6513 -0.1383 -1.9438 0.192
H -0.5784 -2.7453 -0.9643 0.205
H 0.2006 -2.5889 -2.5181 0.208
H -1.1906 -1.5901 -2.3011 0.208
```

Values from the calculation:
* highest occupied orbital energy: -9.919 eV
* SMILES string: CC[C@@H](C)CCO
* orbital gap: 10.9 eV


b) Below is the molecule C6H14O, with properties calculated with ωB97M-V/def2-TZVPD.

```
21
Properties=species:S:1:pos:R:3:nbo_charge:R:1
C 0.9813 0.2765 -1.7069 -0.608
C 1.1629 -0.0731 -0.2291 -0.221
C 2.2125 -1.1705 -0.0597 -0.599
C -0.1523 -0.4896 0.4403 -0.409
C -1.2679 0.5485 0.3383 0.098
C -2.4589 0.2095 1.2301 -0.623
O -0.7243 1.8166 0.6991 -0.732
H 1.9454 0.5214 -2.1674 0.210
H 0.3251 1.1440 -1.8389 0.205
H 0.5507 -0.5669 -2.2635 0.197
H 1.5134 0.8282 0.2875 0.213
H 3.1716 -0.8697 -0.4955 0.207
H 1.8962 -2.0955 -0.5585 0.197
H 2.3824 -1.4020 0.9980 0.207
H 0.0412 -0.7025 1.5015 0.204
H -0.5187 -1.4260 -0.0066 0.201
H -1.6120 0.5843 -0.7084 0.156
H -2.1418 0.1424 2.2776 0.211
H -2.9094 -0.7472 0.9385 0.209
H -3.2285 0.9872 1.1586 0.208
H -1.1690 2.4843 0.1650 0.470
```

Values from the calculation:
* highest occupied orbital energy: -10.232 eV
* SMILES string: CC(C)C[C@@H](C)O
* orbital gap: 11.2 eV


Q: Which of them is the least stable? A: a).


a) Below is the ion CH4ClN2OS with charge +1, with properties calculated with ωB97M-V/def2-TZVPD.

```
10
Properties=species:S:1:pos:R:3:nbo_charge:R:1
C 0.1273 -0.0800 -0.1671 0.344
N 0.6663 0.6353 0.8779 -0.742
N 0.9200 -0.7372 -0.9473 -0.717
O -1.8260 1.5026 0.3631 -0.838
S -1.7609 0.3911 -0.4969 1.376
Cl -2.3547 -1.3969 0.4491 -0.184
H 1.6675 0.4910 1.0080 0.413
H 0.2850 1.4905 1.2669 0.460
H 1.9188 -0.9186 -0.7988 0.446
H 0.3566 -1.3779 -1.5550 0.441
```

Values from the calculation:
* highest occupied orbital energy: -15.450 eV
* orbital gap: 10.3 eV
* charge: +1


b) Below is the ion CH4ClN2OS with charge +1, with properties calculated with ωB97M-V/def2-TZVPD.

```
10
Properties=species:S:1:pos:R:3:nbo_charge:R:1
C 2.1678 -0.6785 0.0619 0.137
N -0.9337 -0.7971 -0.0953 -0.521
N 1.6398 0.5106 0.1148 -0.684
O -0.0683 -1.2898 -1.1111 -0.544
S 1.2633 -2.1076 -0.6668 0.775
Cl 3.6676 -1.1290 0.7766 0.190
H -1.7133 -1.3625 0.0885 0.374
H -1.3317 -0.0246 -0.6068 0.357
H 2.1533 1.1919 0.7282 0.453
H 0.7986 0.8318 -0.3658 0.464
```

Values from the calculation:
* highest occupied orbital energy: -14.856 eV
* orbital gap: 9.8 eV
* charge: +1


Q: Which of them is the least stable? A: b).


a) Below is a cluster of 2 separate species, C11H15N in total, with properties calculated with ωB97M-V/def2-TZVPD.

```
27
Properties=species:S:1:pos:R:3:nbo_charge:R:1
C -2.4228 1.0718 2.1527 -0.607
C -3.7031 0.2356 2.4121 -0.612
H -2.2426 1.0824 1.0806 0.215
H -2.6311 2.0936 2.4604 0.200
H -1.5543 0.7106 2.6948 0.194
H -3.6317 -0.3085 3.3499 0.201
H -3.8632 -0.4779 1.6112 0.203
H -4.5532 0.9202 2.3802 0.205
C 2.7521 1.2900 -2.2851 -0.628
C 2.5599 0.7908 0.1572 -0.021
C 2.0890 0.6547 -1.1103 -0.096
C 0.6957 -0.4371 0.3323 0.204
C 0.9013 -0.1281 -1.0294 -0.109
C -0.4140 -1.0744 0.8738 -0.259
C -0.0941 -0.5577 -1.9186 -0.200
C -1.3682 -1.4907 -0.0493 -0.224
C -1.1646 -1.2880 -1.4223 -0.238
N 1.7092 0.1615 1.0363 -0.542
H 3.4808 1.1605 0.5769 0.209
H 1.8073 0.0954 2.0321 0.407
H 2.3837 2.2628 -2.6279 0.215
H 2.8008 0.6927 -3.2058 0.217
H -0.5944 -1.2256 1.9274 0.215
H -0.2657 -0.1094 -2.8955 0.216
H -2.1357 -2.1663 0.3071 0.211
H -1.8516 -1.7632 -2.1166 0.210
H 3.7959 1.4853 -2.0180 0.214
```

Values from the calculation:
* highest occupied orbital energy: -7.778 eV
* SMILES string: Cc1c[nH]c2ccccc12.CC
* orbital gap: 8.7 eV


b) Below is a cluster of 2 separate species, C11H15N in total, with properties calculated with ωB97M-V/def2-TZVPD.

```
27
Properties=species:S:1:pos:R:3:nbo_charge:R:1
C 1.6452 -1.5395 -1.4234 -0.611
C 2.7409 -0.4613 -1.4242 -0.623
H 2.0912 -2.5588 -1.1838 0.203
H 0.8257 -1.1990 -0.8140 0.223
H 1.4756 -1.6315 -2.5712 0.198
H 3.1809 -0.3585 -0.4045 0.191
H 3.7049 -0.7256 -1.7991 0.214
H 2.2688 0.4571 -1.7004 0.206
C 0.8275 2.4722 0.5095 -0.650
C -1.9804 0.1098 0.2900 0.157
C -0.6816 0.3828 0.7197 -0.120
C -0.3742 1.6698 0.1430 -0.089
C -1.3337 2.0619 -0.7746 -0.037
C -2.6576 -1.0510 0.5993 -0.243
C -1.9877 -1.9519 1.4243 -0.202
C -0.1407 -0.4670 1.6652 -0.184
C -0.7911 -1.5789 2.0296 -0.250
N -2.3572 1.0980 -0.6636 -0.547
H -3.1259 0.9682 -1.2724 0.402
H -3.5674 -1.2256 0.0223 0.213
H -1.5827 3.0815 -1.2056 0.228
H -2.4865 -2.9810 1.5512 0.219
H 0.7795 -0.1031 2.2273 0.218
H 1.7546 1.7613 0.3695 0.218
H 0.9960 3.0539 1.3751 0.227
H -0.3830 -2.2755 2.8094 0.219
H 1.1589 2.9919 -0.4985 0.221
```

Values from the calculation:
* highest occupied orbital energy: -7.915 eV
* SMILES string: Cc1c[nH]c2ccccc12.CC
* orbital gap: 8.9 eV


Q: Which of them is the least stable? A: b).


a) Below is the molecule C11H15N, with properties calculated with ωB97M-V/def2-TZVPD.

```
27
Properties=species:S:1:pos:R:3:nbo_charge:R:1
C -2.1435 -0.5659 -0.2202 0.277
C 1.7715 -0.8523 1.5207 -0.395
C -1.3286 0.0080 0.8982 0.015
C -1.0147 0.1345 -0.8412 -0.059
C 0.0209 -0.1481 0.2181 0.012
C 1.0527 -1.2185 0.2153 -0.031
C 1.4439 0.2175 0.4596 -0.054
C -1.8420 0.9569 1.9134 -0.655
C -1.1556 1.4829 -1.6381 -0.655
C 1.4588 -2.2043 -0.8732 -0.648
C 2.2751 1.2502 -0.1951 -0.638
N -3.2412 -1.1340 -0.3420 -0.695
H 1.1777 -0.9059 2.5120 0.207
H 2.8553 -1.1205 1.5586 0.214
H -2.5575 0.2992 2.3658 0.253
H -2.1086 1.8376 1.3437 0.226
H -0.9643 1.1266 2.5393 0.225
H -2.1166 1.5138 -2.1665 0.226
H -0.3350 1.2923 -2.4286 0.228
H -1.1147 2.4498 -1.1107 0.223
H 1.0842 -1.9874 -1.9281 0.236
H 0.8016 -3.0991 -0.6173 0.225
H 2.4878 -2.5126 -0.5969 0.229
H 2.5444 1.9189 0.6224 0.235
H 1.5719 1.7836 -0.9241 0.221
H 3.0364 0.7757 -0.9499 0.225
H -3.6600 -1.2988 -1.3355 0.351
```

Values from the calculation:
* highest occupied orbital energy: -7.889 eV
* SMILES string: [H]/N=C1\[C@@]2(C)[C@]1(C)[C@]21[C@@]2(C)C[C@]21C
* orbital gap: 8.6 eV


b) Below is a cluster of 2 separate species, C11H15N in total, with properties calculated with ωB97M-V/def2-TZVPD.

```
27
Properties=species:S:1:pos:R:3:nbo_charge:R:1
C 2.4527 0.7597 -0.0706 -0.628
C 2.0817 2.2236 -0.1054 -0.616
H 1.7673 0.3959 0.7058 0.218
H 2.2257 0.2060 -1.0009 0.209
H 3.4809 0.6912 0.2661 0.207
H 2.8827 2.9148 0.1466 0.200
H 1.3521 2.4357 0.6987 0.198
H 1.6622 2.6746 -1.0073 0.210
C -1.2841 0.0918 2.6171 -0.631
C -0.1965 -1.2198 -0.7136 0.146
C -1.0164 -0.3558 0.0526 -0.059
C -0.8021 -0.6826 1.4159 -0.103
C 0.1347 -1.6799 1.4526 -0.040
C -0.3170 -1.2914 -2.1049 -0.255
C -1.4182 -0.6455 -2.6394 -0.214
C -2.0785 0.3039 -0.5541 -0.195
C -2.3776 0.0083 -1.8809 -0.242
N 0.6180 -1.9294 0.1699 -0.542
H 1.4360 -2.4668 -0.0342 0.415
H 0.6043 -1.6880 -2.5430 0.217
H 0.4916 -2.1557 2.3604 0.212
H -1.5687 -0.7572 -3.7119 0.213
H -2.6432 1.0808 -0.0645 0.210
H -0.4469 0.1873 3.3232 0.218
H -1.9957 -0.5245 3.1664 0.217
H -3.3017 0.3812 -2.3033 0.215
H -1.7434 1.0417 2.3586 0.221
```

Values from the calculation:
* highest occupied orbital energy: -7.667 eV
* SMILES string: Cc1c[nH]c2ccccc12.CC
* orbital gap: 8.6 eV


c) Below is a cluster of 2 separate species, C11H15N in total, with properties calculated with ωB97M-V/def2-TZVPD.

```
27
Properties=species:S:1:pos:R:3:nbo_charge:R:1
C -1.9255 -1.3264 1.5316 -0.635
C -0.4957 0.8064 0.8123 -0.126
C -1.6191 -0.1069 0.7164 -0.064
C -0.7141 1.7861 -0.1639 0.209
C -2.4305 0.3439 -0.2724 -0.046
C 0.6268 0.8341 1.6267 -0.185
C 1.4976 1.9115 1.4950 -0.239
C 1.2851 2.9307 0.5522 -0.224
C 0.1799 2.8372 -0.2919 -0.250
N -1.8797 1.5341 -0.8276 -0.568
H 0.7420 0.0598 2.3691 0.215
H 2.3364 1.9017 2.1811 0.211
H 1.9150 3.7536 0.2438 0.220
H -2.9188 -1.7481 1.3667 0.219
H -2.0031 -1.1003 2.5993 0.217
H -3.2065 -0.1838 -0.7870 0.209
H -2.5185 2.0825 -1.3806 0.414
H -0.0149 3.6426 -0.9924 0.205
H -1.1556 -2.0738 1.3303 0.217
C 2.0773 -2.4850 -2.0059 -0.599
C 0.9973 -2.0384 -0.9744 -0.615
H 3.0571 -2.2215 -1.6146 0.198
H 2.0928 -3.5652 -2.1446 0.196
H 1.8252 -1.9849 -2.9345 0.201
H 0.0536 -2.1062 -1.5111 0.204
H 1.0918 -0.9495 -0.9051 0.211
H 1.1041 -2.5346 -0.0186 0.204
```

Values from the calculation:
* highest occupied orbital energy: -7.915 eV
* SMILES string: Cc1c[nH]c2ccccc12.CC
* orbital gap: 8.9 eV


Q: Which of them is the least stable? A: a).